Arrangement a

A cluster of 4 separate species, C5H19N2O4 in total. Source: the OMol25 dataset; level of theory: wB97M-V/def2-TZVPD.

Its net charge is +1. As for the gap between HOMO and LUMO: 10.9 eV. Its HOMO energy is -13.37 eV.

Each line ends with the natural charge from an NBO analysis.
Atoms and positions in Å:
O: -1.28 1.09 -0.47  -0.6938
C: -0.17 1.30 0.02  0.7173
N: 0.07 2.43 0.69  -0.5768
C: 1.30 2.80 1.36  -0.4226
C: 0.98 0.33 -0.34  -0.1363
N: 0.33 -0.75 -1.16  -0.5243
C: 1.24 -1.34 -2.18  -0.4217
C: 1.72 -0.31 0.83  -0.6470
H: -0.74 2.99 0.88  0.4211
H: 1.35 3.89 1.45  0.2324
H: 2.17 2.48 0.79  0.2038
H: 1.37 2.42 2.37  0.2077
H: 1.67 0.87 -1.01  0.2419
H: -0.53 -0.37 -1.59  0.4718
H: 0.00 -1.48 -0.51  0.4622
H: 2.17 -1.63 -1.69  0.2313
H: 1.42 -0.61 -2.97  0.2306
H: 0.73 -2.17 -2.66  0.2418
H: 1.21 -1.17 1.26  0.2461
H: 2.75 -0.56 0.59  0.2303
H: 1.74 0.38 1.67  0.2579
H: -2.15 -3.09 0.85  0.5013
H: -2.37 -1.94 -0.18  0.5165
O: -1.76 -2.28 0.52  -1.0107
H: -2.86 -0.12 -1.26  0.5124
H: -3.75 -1.08 -2.07  0.5017
O: -2.93 -1.04 -1.58  -0.9827
H: -1.27 -0.92 1.56  0.5004
H: -1.51 0.06 2.76  0.4879
O: -0.88 -0.17 2.07  -1.0004

=====

Arrangement b

A cluster of 4 separate species, C5H19N2O4 in total. Source: the OMol25 dataset; level of theory: wB97M-V/def2-TZVPD.

Its net charge is +1. As for the gap between HOMO and LUMO: 10.1 eV. Its HOMO energy is -12.79 eV.

Each line ends with the natural charge from an NBO analysis.
Atoms and positions in Å:
N: 1.34 -1.06 0.07  -0.7111
C: -0.09 -0.71 -0.38  -0.3300
C: -0.60 0.04 0.86  0.6637
N: -1.52 1.09 0.68  -0.6410
C: -3.27 2.64 -0.27  -0.6069
C: -2.12 1.66 -0.60  -0.0602
C: -2.83 0.67 -1.56  -0.6352
O: -0.34 -0.20 1.96  -0.5701
H: 1.44 -1.33 1.01  0.4647
H: 1.79 -1.77 -0.50  0.4497
H: 1.84 -0.10 -0.09  0.4765
H: -0.64 -1.60 -0.72  0.2603
H: -0.14 -0.02 -1.28  0.2441
H: -2.04 1.38 1.61  0.4282
H: -4.09 2.71 -1.02  0.2300
H: -2.92 3.63 -0.12  0.2193
H: -3.75 2.33 0.66  0.2082
H: -1.41 2.24 -1.19  0.1960
H: -3.75 0.91 -2.06  0.2374
H: -3.12 -0.23 -1.07  0.2162
H: -2.10 0.44 -2.36  0.1963
H: 2.32 -1.72 -3.34  0.4953
H: 3.18 -2.69 -2.40  0.4970
O: 2.60 -1.91 -2.48  -0.9830
H: 3.82 1.64 -0.56  0.4910
H: 4.32 0.43 0.04  0.4790
O: 3.56 0.76 -0.33  -0.9468
H: 1.01 -1.85 3.43  0.5040
H: 1.60 -3.01 2.80  0.4847
O: 1.34 -2.08 2.55  -0.9575

=====

arrangement a is favored, and the nearest alternative lies 0.0748 hartree above it.

=====

Arrangement a

An isolated molecule of CH4O2. Source: the OMol25 dataset; level of theory: wB97M-V/def2-TZVPD.

As for the gap between HOMO and LUMO: 11.5 eV. As for the structure (SMILES): OCO. Its HOMO energy is -10.65 eV.

Each line ends with the natural charge from an NBO analysis.
Atoms and positions in Å:
C: -0.14 0.32 -0.03  0.2218
O: -1.12 -0.59 0.08  -0.6944
O: 1.24 -0.34 -0.02  -0.7572
H: -0.19 1.03 -1.00  0.1253
H: -0.36 1.14 0.63  0.1585
H: -0.95 -1.25 -0.64  0.4788
H: 1.39 -0.82 0.76  0.4673

=====

Arrangement b

A cluster of 2 separate species, CH4O2 in total. Source: the OMol25 dataset; level of theory: wB97M-V/def2-TZVPD.

As for the gap between HOMO and LUMO: 6.4 eV. Its HOMO energy is -10.64 eV.

Each line ends with the natural charge from an NBO analysis.
Atoms and positions in Å:
O: 1.96 -0.77 0.34  -0.2600
C: 0.81 -0.18 -0.09  -0.2303
H: 0.51 -0.56 -1.13  0.2329
H: -0.17 -0.22 0.52  0.3970
H: 0.97 0.91 -0.22  0.2351
H: -2.51 0.46 0.40  0.4690
O: -1.58 0.35 0.17  -0.8437

=====

arrangement a is favored, and the nearest alternative lies 0.2166 hartree above it.

=====

Arrangement a

A cluster of 5 separate species, C2H15NO4 in total. Source: the OMol25 dataset; level of theory: wB97M-V/def2-TZVPD.

As for the gap between HOMO and LUMO: 10.3 eV. As for the structure (SMILES): CCN.O.O.O.O. Its HOMO energy is -10.04 eV.

Each line ends with the natural charge from an NBO analysis.
Atoms and positions in Å:
C: -0.21 -2.32 -2.09  -0.6382
C: -0.48 -0.82 -2.00  -0.2331
N: -0.46 -0.33 -0.59  -0.8560
H: -1.16 -2.87 -2.01  0.2025
H: 0.42 -2.65 -1.26  0.2059
H: 0.19 -2.72 -3.02  0.2215
H: -1.38 -0.55 -2.55  0.1887
H: 0.32 -0.27 -2.50  0.1989
H: 0.52 -0.18 -0.35  0.3575
H: -0.84 -1.13 -0.10  0.3664
H: 1.54 1.42 -1.12  0.4682
H: 3.03 1.63 -1.46  0.4765
O: 2.29 1.08 -1.61  -0.9427
H: 0.94 1.57 1.83  0.4671
H: 0.15 2.48 2.72  0.4751
O: 0.35 1.56 2.58  -0.9405
H: -0.09 0.05 4.37  0.4852
H: 0.80 -0.88 5.19  0.4624
O: -0.09 -0.80 4.86  -0.9489
H: -2.69 1.87 -0.06  0.4650
H: -1.26 1.59 -0.52  0.4888
O: -1.89 2.28 -0.31  -0.9703

=====

Arrangement b

A structure of composition C2H15NO4. Source: the OMol25 dataset; level of theory: wB97M-V/def2-TZVPD.

As for the gap between HOMO and LUMO: 10.7 eV. Its HOMO energy is -9.99 eV.

Each line ends with the natural charge from an NBO analysis.
Atoms and positions in Å:
H: 0.61 0.27 -0.07  0.4698
O: 0.89 1.35 0.30  -1.0782
N: 0.52 -0.83 -0.76  -0.5987
H: 1.80 1.33 0.62  0.4723
H: 1.04 -0.62 -1.59  0.4012
C: -0.90 -0.99 -1.07  -0.4305
H: -1.40 -0.09 -1.40  0.2216
H: -1.06 -1.76 -1.83  0.1822
H: -1.42 -1.36 -0.18  0.2347
C: 1.11 -2.04 -0.12  -0.4125
H: 2.00 -2.32 -0.66  0.2030
H: 1.35 -1.77 0.91  0.2082
H: 0.42 -2.88 -0.16  0.2061
O: -1.06 2.05 1.97  -1.0337
H: -0.28 1.81 1.41  0.5186
H: -0.97 2.70 2.67  0.4797
O: 1.16 1.79 -2.31  -1.0097
H: 1.30 2.71 -2.58  0.4685
H: 0.98 1.80 -1.33  0.5011
O: -1.94 -0.76 2.09  -0.9728
H: -2.79 -0.37 1.87  0.4722
H: -1.34 -0.02 2.24  0.4970

=====

Arrangement c

A cluster of 5 separate species, C2H15NO4 in total. Source: the OMol25 dataset; level of theory: wB97M-V/def2-TZVPD.

As for the gap between HOMO and LUMO: 9.0 eV. As for the structure (SMILES): CNC.O.O.O.O. Its HOMO energy is -8.38 eV.

Each line ends with the natural charge from an NBO analysis.
Atoms and positions in Å:
C: 4.39 -1.67 1.67  -0.4143
N: 3.10 -1.56 1.01  -0.6409
C: 2.80 -0.26 0.39  -0.4202
H: 4.68 -0.66 1.97  0.1953
H: 5.20 -1.89 0.92  0.1641
H: 4.26 -2.43 2.45  0.2052
H: 2.87 -2.29 0.35  0.3591
H: 3.67 0.36 0.12  0.1764
H: 2.27 -0.49 -0.58  0.1941
H: 2.12 0.28 1.02  0.1819
H: -2.24 2.37 0.15  0.5125
H: -2.57 1.77 1.58  0.4825
O: -2.03 1.68 0.79  -0.9855
H: -3.03 2.64 -2.88  0.4700
H: -2.94 1.47 -2.01  0.4987
O: -2.94 2.45 -1.94  -0.9769
H: -3.16 -1.30 -1.95  0.4823
H: -3.20 -0.52 -0.68  0.4811
O: -3.34 -0.40 -1.63  -0.9528
H: -1.35 -0.13 0.47  0.4798
H: 0.04 -0.10 0.22  0.4656
O: -0.67 -0.77 0.18  -0.9579

=====

arrangement b is favored, and the nearest alternative lies 0.0081 hartree above it.